1) The following is a DFT calculation (wB97M-V/def2-TZVPD) of a single C5H4ClF molecule.

```
! wB97M-V def2-TZVPD RIJCOSX def2/J DEFGRID3
* xyz 0 1
Cl -2.18308 -0.04542 -0.37081
F 0.04301 -1.36976 0.18901
C 1.12477 1.43862 -0.10385
C -0.07139 1.08022 0.50032
C 2.94520 -0.72163 -0.23451
C 2.24838 0.35983 -0.11207
C -0.67026 -0.28064 0.57513
H -0.88393 -0.49075 1.69251
H -0.73007 1.94058 0.42400
H 1.57151 2.27217 -0.59635
H 3.30755 -1.88048 -0.66753
*
```

Output
Frontier orbital gap ... 0.3368 Ha
Highest occupied orbital energy ... -9.232 eV
Structure (SMILES) ... C#C/C=C\[C@H](F)Cl
Lowest unoccupied orbital energy ... -0.067 eV

Results of the natural (NBO) charge analysis, in e, for atoms 1 through 4:
1 Cl -0.0407
2 F -0.3165
3 C -0.2037
4 C -0.2408


2) The following is a DFT calculation (wB97M-V/def2-TZVPD) of a single C5H4ClF molecule.

```
! wB97M-V def2-TZVPD RIJCOSX def2/J DEFGRID3
* xyz 0 1
Cl -2.77588 -0.51679 -0.05843
F 0.51911 1.66898 -0.14173
C -0.83135 1.32627 0.06795
C -1.10093 -0.17033 0.00113
C 1.26880 -1.01047 0.02503
C -0.15590 -1.15189 -0.05240
C 2.48042 -0.83371 -0.02738
H -0.43236 -2.22593 -0.06049
H -1.43033 1.74181 -0.68618
H 3.51338 -0.59394 -0.11843
H -1.05495 1.76599 1.05091
*
```

Output
Frontier orbital gap ... 0.3503 Ha
Highest occupied orbital energy ... -9.053 eV
Structure (SMILES) ... C#C/C=C(/Cl)CF
Lowest unoccupied orbital energy ... 0.480 eV

Results of the natural (NBO) charge analysis, in e, for atoms 1 through 4:
1 Cl 0.0385
2 F -0.3539
3 C 0.0155
4 C -0.0382


Which one sits at the top of the stability order? 2) does.


1) The following is a DFT calculation (wB97M-V/def2-TZVPD) of 2 unconnected molecules or ions with the total composition C3H7NO3S.

```
! wB97M-V def2-TZVPD RIJCOSX def2/J DEFGRID3
* xyz -2 1
S 2.25919 2.21712 -0.63058
O 0.31348 -1.60556 2.73743
O -2.89366 -0.87889 -0.70616
O -1.40052 -1.61327 0.89780
N -0.81235 -0.46541 -0.86848
C 1.56290 0.56632 -0.76760
C 0.01495 0.64137 -0.47165
C -1.76891 -1.03322 -0.10847
H -0.16709 1.51987 -1.13624
H 2.05729 0.08398 -0.04000
H 0.06345 0.68925 0.66294
H -1.12888 -0.25644 -1.87000
H 1.91532 0.05768 -1.59487
H -0.13563 -0.84487 2.98067
H -0.07319 -1.73059 1.81980
*
```

Output
Frontier orbital gap ... 0.2112 Ha
Highest occupied orbital energy ... 0.373 eV
Lowest unoccupied orbital energy ... 6.121 eV

Results of the natural (NBO) charge analysis, in e, for atoms 1 through 4:
1 S -0.7915
2 O -1.0106
3 O -0.8495
4 O -0.7961


2) The following is a DFT calculation (wB97M-V/def2-TZVPD) of 2 unconnected molecules or ions with the total composition C3H7NO3S.

```
! wB97M-V def2-TZVPD RIJCOSX def2/J DEFGRID3
* xyz -2 1
S 2.91795 1.18436 -0.65402
O -1.47079 -0.45623 2.63897
O -1.38321 -0.01921 -1.81284
O -1.84993 1.32135 -0.00225
N 0.07030 -1.03041 0.39577
C -1.16080 0.59821 -0.74844
C 1.38651 0.34999 -1.28751
C 0.35152 0.36897 -0.16602
H 1.69928 -0.64449 -1.61864
H 0.56801 0.93160 0.72997
H -0.34870 -1.66115 -0.26756
H 0.94556 -1.40833 0.75244
H -1.10722 -0.92834 1.85569
H -1.64119 0.43023 2.30275
H 1.02271 0.96345 -2.11830
*
```

Output
Frontier orbital gap ... 0.2063 Ha
Highest occupied orbital energy ... 0.610 eV
Lowest unoccupied orbital energy ... 6.222 eV

Results of the natural (NBO) charge analysis, in e, for atoms 1 through 4:
1 S -0.8220
2 O -1.0320
3 O -0.8092
4 O -0.8090


3) The following is a DFT calculation (wB97M-V/def2-TZVPD) of 2 unconnected molecules or ions with the total composition C3H7NO3S.

```
! wB97M-V def2-TZVPD RIJCOSX def2/J DEFGRID3
* xyz -2 1
S -3.61170 -0.83837 -1.25342
O 1.23399 -0.41526 1.61046
O 4.33008 1.14303 1.80651
O 2.26198 1.00559 0.17996
N 0.35442 -0.02026 -0.45996
C 1.36051 0.17726 0.52104
C -0.98194 -0.46554 -0.10762
C -2.02087 0.06531 -1.09065
H -2.26916 1.09432 -0.84725
H 3.81374 0.64771 2.45295
H -1.05898 -1.56044 -0.06816
H -1.55503 0.11387 -2.08513
H -1.24064 -0.15649 0.91446
H 3.69719 1.09842 1.02629
H 0.37581 0.70328 -1.16185
*
```

Output
Frontier orbital gap ... 0.2170 Ha
Highest occupied orbital energy ... 0.066 eV
Lowest unoccupied orbital energy ... 5.969 eV

Results of the natural (NBO) charge analysis, in e, for atoms 1 through 4:
1 S -0.7724
2 O -0.8034
3 O -1.0372
4 O -0.8552


Which one sits at the top of the stability order? 3) does.


1) The following is a DFT calculation (wB97M-V/def2-TZVPD) of a single C4H3FO molecule.

```
! wB97M-V def2-TZVPD RIJCOSX def2/J DEFGRID3
* xyz 0 1
F 0.79812 2.18455 0.30287
O -0.73983 -0.95383 0.57728
C 0.29907 0.99784 0.20772
C -0.16020 -1.09799 -0.54066
C 0.51459 0.02452 -0.95829
C -0.26583 0.19421 1.19696
H -0.61664 -2.01088 -0.96725
H 0.88071 0.26362 -1.93422
H -0.71001 0.39796 2.11560
*
```

Output
Frontier orbital gap ... 0.3706 Ha
Highest occupied orbital energy ... -9.067 eV
Structure (SMILES) ... Fc1ccoc1
Lowest unoccupied orbital energy ... 1.019 eV

Results of the natural (NBO) charge analysis, in e, for atoms 1 through 4:
1 F -0.2863
2 O -0.3906
3 C 0.3549
4 C 0.1394


2) The following is a DFT calculation (wB97M-V/def2-TZVPD) of a molecular structure, C4H3FO.

```
! wB97M-V def2-TZVPD RIJCOSX def2/J DEFGRID3
* xyz 0 1
F 2.29296 0.15517 -0.05563
O -2.24110 0.40408 -0.07085
C -1.05028 0.20936 0.07796
C -0.07647 -1.02557 0.01948
C 0.95205 0.21292 0.03318
C 0.05163 1.18207 0.07051
H 0.05676 -1.57552 -0.99198
H -0.14710 -1.84714 0.86685
H 0.16155 2.28462 0.05048
*
```

Output
Frontier orbital gap ... 0.3953 Ha
Highest occupied orbital energy ... -10.040 eV
Lowest unoccupied orbital energy ... 0.717 eV

Results of the natural (NBO) charge analysis, in e, for atoms 1 through 4:
1 F -0.2956
2 O -0.5175
3 C 0.5607
4 C -0.5537


Which one sits at the top of the stability order? 1) does.


1) The following is a DFT calculation (wB97M-V/def2-TZVPD) of 2 unconnected molecules or ions with the total composition C2H3IN2O2.

```
! wB97M-V def2-TZVPD RIJCOSX def2/J DEFGRID3
* xyz 0 1
I 3.42501 0.08540 -0.20806
O -2.80974 -0.42561 0.48556
O 1.49060 -1.78100 0.79587
N 1.41071 -0.84573 0.09633
N -2.08579 0.50113 0.48632
C -1.34532 1.39549 0.31199
C 0.47445 -0.47615 -0.66469
H -0.69687 2.14884 0.35084
H -0.33899 -1.15386 -0.70990
H 0.47594 0.55149 -0.94426
*
```

Output
Frontier orbital gap ... 0.2992 Ha
Highest occupied orbital energy ... -9.555 eV
Structure (SMILES) ... C=[N+]([O-])I.C#[N+][O-]
Lowest unoccupied orbital energy ... -1.413 eV

Results of the natural (NBO) charge analysis, in e, for atoms 1 through 4:
1 I 0.0664
2 O -0.3786
3 O -0.3713
4 N 0.1200


2) The following is a DFT calculation (wB97M-V/def2-TZVPD) of 2 unconnected molecules or ions with the total composition C2H3IN2O2.

```
! wB97M-V def2-TZVPD RIJCOSX def2/J DEFGRID3
* xyz 0 1
I -1.80940 -1.49817 1.80474
O 1.77955 0.26374 0.58179
O 0.40993 0.17133 -1.89493
N 0.63793 -0.09083 1.19088
N -1.17400 1.54204 -0.85580
C -0.06328 -1.03930 0.76232
C -0.33866 0.81732 -1.28906
H 1.95634 -0.23844 -0.24447
H -1.56878 1.75527 0.03226
H 0.17038 -1.68296 -0.08773
*
```

Output
Frontier orbital gap ... 0.3615 Ha
Highest occupied orbital energy ... -9.640 eV
Structure (SMILES) ... O/N=C/I.N=C=O
Lowest unoccupied orbital energy ... 0.198 eV

Results of the natural (NBO) charge analysis, in e, for atoms 1 through 4:
1 I 0.1602
2 O -0.5149
3 O -0.5553
4 N -0.1240


Which one sits at the top of the stability order? 2) does.


1) The following is a DFT calculation (wB97M-V/def2-TZVPD) of 6 unconnected molecules or ions with the total composition C3H18O6.

```
! wB97M-V def2-TZVPD RIJCOSX def2/J DEFGRID3
* xyz 0 1
O 3.64942 -2.88979 -3.77090
O 4.53207 -3.82091 0.64942
O 1.20286 -2.93979 4.27891
O -1.45804 -1.54078 1.86723
O 1.92950 -1.22680 -0.07202
O -3.81792 3.85307 -0.41954
C -1.45128 4.07924 -0.91623
C -2.56478 3.19996 -0.32067
C -2.66889 1.83513 -0.96295
H 2.49494 -1.88370 0.33416
H 1.32759 -3.60500 3.60202
H 3.28180 -3.69560 -3.40792
H -0.46800 3.61342 -0.98158
H 3.34749 -2.20050 -3.17934
H -1.67462 4.34380 -1.94977
H 0.46394 -2.41671 3.96805
H -2.21772 -1.14915 1.43625
H -1.42982 4.98879 -0.31594
H -2.33239 3.03781 0.73185
H 5.38774 -4.22889 0.78213
H -1.69064 1.43528 -1.22988
H -1.06807 -0.82253 2.36550
H -3.66587 4.79785 -0.49622
H 1.08394 -1.33585 0.36314
H 4.17861 -4.25226 -0.12855
H -3.17382 1.11451 -0.31962
H -3.19806 1.70942 -1.90755
*
```

Output
Frontier orbital gap ... 0.3905 Ha
Highest occupied orbital energy ... -10.433 eV
Structure (SMILES) ... CC(C)O.O.O.O.O.O
Lowest unoccupied orbital energy ... 0.193 eV

Results of the natural (NBO) charge analysis, in e, for atoms 1 through 4:
1 O -0.9366
2 O -0.9424
3 O -0.9344
4 O -0.9451


2) The following is a DFT calculation (wB97M-V/def2-TZVPD) of 6 unconnected molecules or ions with the total composition C3H18O6.

```
! wB97M-V def2-TZVPD RIJCOSX def2/J DEFGRID3
* xyz 0 1
O 0.34561 -1.27165 1.73427
O 0.61285 -2.80423 -0.79222
O 0.56385 1.29028 -2.01876
O 2.03320 -0.96804 -2.01802
O 0.74130 2.71607 2.26372
O -0.65302 0.97101 0.41910
C -2.02600 1.03931 0.88393
C -0.00114 1.19771 -3.27355
C -0.21711 -1.67397 2.95872
H -2.74322 0.45621 0.20297
H 0.34979 2.05124 -3.88046
H -1.20507 -1.23021 3.17283
H 1.67401 2.73711 2.00831
H 2.89940 -1.43022 -2.08541
H 1.44072 -1.64844 -1.66844
H 0.15978 0.16442 -3.62585
H 1.33382 0.76303 -1.89739
H -0.07607 -2.73521 -1.46100
H 0.17694 -2.38868 -0.02226
H 0.01276 -0.35633 1.55706
H -0.50851 1.14765 -0.51944
H 0.49956 -1.47737 3.78488
H -1.06274 1.33611 -3.12535
H -2.01564 0.68613 1.92715
H -0.33251 -2.75862 2.81130
H -2.35056 2.04977 1.06500
H 0.34802 2.13692 1.59893
*
```

Output
Frontier orbital gap ... 0.3957 Ha
Highest occupied orbital energy ... -10.325 eV
Structure (SMILES) ... CO.CO.CO.O.O.O
Lowest unoccupied orbital energy ... 0.442 eV

Results of the natural (NBO) charge analysis, in e, for atoms 1 through 4:
1 O -0.7670
2 O -0.9429
3 O -0.7750
4 O -1.0005


Which one sits at the top of the stability order? 1) does.


1) The following is a DFT calculation (wB97M-V/def2-TZVPD) of 2 unconnected molecules or ions with the total composition CH5N2O2.

```
! wB97M-V def2-TZVPD RIJCOSX def2/J DEFGRID3
* xyz 1 1
O -1.43166 0.27415 1.14695
O -0.51418 1.24017 1.46451
N -0.27879 0.40820 -1.44650
N 0.75753 -0.97878 1.20167
C -0.16551 -0.01638 1.19742
H 0.18775 1.31516 -1.64465
H 1.77022 -0.62286 1.36220
H -1.19882 0.43422 -1.87432
H 0.65695 -1.75346 0.54099
H 0.21651 -0.30041 -1.94826
*
```

Output
Frontier orbital gap ... 0.3758 Ha
Highest occupied orbital energy ... -15.235 eV
Lowest unoccupied orbital energy ... -5.009 eV

Results of the natural (NBO) charge analysis, in e, for atoms 1 through 4:
1 O -0.1170
2 O -0.1210
3 N -1.1134
4 N -0.7255


2) The following is a DFT calculation (wB97M-V/def2-TZVPD) of a gas-phase ion, CH5N2O2 (charge +1).

```
! wB97M-V def2-TZVPD RIJCOSX def2/J DEFGRID3
* xyz 1 1
O -0.48024 0.91275 1.10089
O 2.07002 0.19736 0.99618
N 1.24296 -0.13944 0.04226
N 0.00707 0.08609 0.09020
C -0.92397 -0.37342 -0.82780
H -1.94145 -0.08774 -0.42599
H 2.88524 -0.25775 0.78543
H -1.36358 1.09376 0.97770
H -0.73012 0.08184 -1.81716
H -0.76594 -1.51345 -0.92169
*
```

Output
Frontier orbital gap ... 0.4044 Ha
Highest occupied orbital energy ... -16.746 eV
Structure (SMILES) ... C/[N+](O)=N/O
Lowest unoccupied orbital energy ... -5.742 eV

Results of the natural (NBO) charge analysis, in e, for atoms 1 through 4:
1 O -0.4563
2 O -0.3908
3 N 0.2378
4 N 0.2245


Which one sits at the top of the stability order? 2) does.


1) The following is a DFT calculation (wB97M-V/def2-TZVPD) of a molecular structure, C3H9NO4S.

```
! wB97M-V def2-TZVPD RIJCOSX def2/J DEFGRID3
* xyz 0 1
S 2.60269 0.30223 0.17800
O 3.99670 -0.02508 0.08618
O 1.24814 -1.73035 -0.73875
O 2.21444 1.36860 1.05045
O 2.11284 0.72303 -1.31345
N -0.82504 -0.22963 0.03439
C 1.59769 -1.18670 0.45497
C -0.90895 1.14168 -0.43215
C -0.10105 -0.47380 1.19955
H -1.67733 1.71506 0.09705
H 0.45618 -1.22676 -1.04471
H 0.05597 1.61992 -0.27728
H -1.69077 -0.74384 -0.05148
H 0.26335 0.38732 1.73991
H 2.70275 0.31360 -1.94834
H -0.45671 -1.29187 1.80814
H -1.14033 1.14637 -1.49686
H 2.09660 -1.86989 1.12448
*
```

Output
Frontier orbital gap ... 0.3537 Ha
Highest occupied orbital energy ... -9.011 eV
Lowest unoccupied orbital energy ... 0.614 eV

Results of the natural (NBO) charge analysis, in e, for atoms 1 through 4:
1 S 2.2932
2 O -0.9369
3 O -0.7102
4 O -0.9372


2) The following is a DFT calculation (wB97M-V/def2-TZVPD) of 2 unconnected molecules or ions with the total composition C3H9NO4S.

```
! wB97M-V def2-TZVPD RIJCOSX def2/J DEFGRID3
* xyz 0 1
S -0.20712 0.94258 -1.33157
O -1.92441 0.23373 0.82439
O 0.44001 1.24862 -2.88947
O 0.34919 1.94331 -0.47126
O -0.17979 1.35670 2.19552
N 0.69338 -1.58531 -1.75937
C -0.88060 -0.50551 1.09446
C 0.70262 -0.57297 -0.81908
C 0.10592 0.07894 2.11135
H -1.15563 -1.56282 1.02942
H -0.24509 -1.75764 -2.14361
H 0.93901 -2.52331 -1.32490
H -0.06094 1.80417 1.25248
H 0.11580 0.61369 -3.56948
H -1.57631 1.09514 1.19766
H 1.79108 -0.28709 -0.47221
H -0.03548 -0.28589 3.18595
H 1.12836 -0.23633 1.88973
*
```

Output
Frontier orbital gap ... 0.2850 Ha
Highest occupied orbital energy ... -7.283 eV
Lowest unoccupied orbital energy ... 0.473 eV

Results of the natural (NBO) charge analysis, in e, for atoms 1 through 4:
1 S 1.4834
2 O -0.6511
3 O -0.9104
4 O -0.9936


Which one sits at the top of the stability order? 1) does.


1) The following is a DFT calculation (wB97M-V/def2-TZVPD) of 2 unconnected molecules or ions with the total composition C2H4ClO.

```
! wB97M-V def2-TZVPD RIJCOSX def2/J DEFGRID3
* xyz 1 1
Cl -2.76134 0.22865 1.13293
O 0.90446 -0.36571 -0.67689
C 0.72224 -0.80212 -1.77227
C 1.07613 0.38448 0.29280
H -3.20661 1.41760 1.49388
H 2.15368 0.53433 0.49461
H 0.34844 0.45189 0.97190
H 0.76301 -1.84913 -1.93697
*
```

Output
Frontier orbital gap (alpha / beta) ... 0.3085 / 0.3095 Ha
Highest occupied orbital energy (alpha / beta) ... -15.249 / -15.249 eV
Lowest unoccupied orbital energy (alpha / beta) ... -6.855 / -6.826 eV

Results of the natural (NBO) charge analysis, in e, for atoms 1 through 4:
1 Cl -0.3009
2 O -0.2748
3 C 0.4166
4 C 0.1916


2) The following is a DFT calculation (wB97M-V/def2-TZVPD) of a gas-phase ion, C2H4ClO (charge +1).

```
! wB97M-V def2-TZVPD RIJCOSX def2/J DEFGRID3
* xyz 1 1
Cl -2.74059 -0.28466 -0.08533
O -0.21482 -0.49429 0.64339
C -1.12329 0.58300 0.43668
C 0.65688 -0.93083 -0.17016
H -1.07544 1.22923 -0.46372
H -1.27533 1.24622 1.29447
H 1.16822 -1.83093 0.14151
H 0.93447 -0.43289 -1.16559
*
```

Output
Frontier orbital gap ... 0.3135 Ha
Highest occupied orbital energy ... -15.920 eV
Lowest unoccupied orbital energy ... -7.389 eV

Results of the natural (NBO) charge analysis, in e, for atoms 1 through 4:
1 Cl -0.0042
2 O -0.3225
3 C -0.0851
4 C 0.4254


Which one sits at the top of the stability order? 2) does.